{"formula": "C5H28N2O9", "method": "ωB97M-V with the def2-TZVPD basis set", "elements": ["C", "C", "N", "C", "C", "C", "N", "O", "H", "H", "H", "H", "H", "H", "H", "H", "H", "H", "H", "H", "O", "H", "H", "O", "H", "H", "O", "H", "H", "O", "H", "H", "O", "H", "H", "O", "H", "H", "O", "H", "H", "O", "H", "H"], "coordinates": [[2.3653, -2.6214, 2.1132], [2.2583, -1.9460, 0.7596], [1.2769, -0.8772, 0.6908], [-0.1503, -1.2148, 0.5589], [-0.9901, -0.9750, 1.8134], [-0.7355, -0.3183, -0.5456], [-0.5699, 1.0044, -0.4803], [-1.3938, -0.8774, -1.4305], [3.3957, -2.6807, 2.5030], [2.1800, -3.6978, 2.0221], [1.8714, -2.2090, 2.9883], [3.2410, -1.6347, 0.3914], [1.9641, -2.6171, -0.0544], [1.3945, -0.1196, 1.3365], [-0.1799, -2.2604, 0.2761], [-1.9276, -1.5226, 1.8091], [-1.2987, 0.0636, 1.9195], [-0.4999, -1.3446, 2.7150], [-0.6177, 1.6049, -1.2938], [0.0578, 1.3483, 0.2345], [-1.0258, 3.8239, -0.2951], [-1.2250, 4.7674, -0.3519], [-1.7293, 3.5058, 0.2959], [-3.6454, 3.6636, 0.7959], [-3.6763, 2.8752, 1.3469], [-3.7819, 3.3128, -0.0788], [0.6883, -3.2295, -3.3853], [0.3356, -2.8562, -2.5767], [0.1139, -2.8997, -4.0743], [-2.7871, -3.5379, -2.0518], [-3.0994, -3.1084, -1.2538], [-2.6376, -2.8729, -2.7203], [1.9562, 0.4384, -2.1042], [2.1755, 0.2815, -1.1964], [2.8046, 0.4744, -2.5303], [1.3036, 3.0585, 0.9408], [1.9058, 3.0154, 0.1979], [0.4791, 3.5473, 0.7665], [1.6082, 2.1627, 3.5838], [1.5363, 1.2904, 3.1913], [1.7858, 2.7678, 2.8413], [-1.7200, 1.1986, -3.2968], [-0.9696, 0.7201, -3.6712], [-2.0371, 0.4959, -2.7000]], "mol_weight_g_mol": 260.284, "e_tot_ev": -27047.4704, "charge": 0, "lumo_energy_ev": 0.05, "homo_lumo_gap_ev": 9.22, "smiles": "CCN[C@@H](C)C(N)=O.O.O.O.O.O.O.O.O"}



{"formula": "C5H28N2O9", "method": "ωB97M-V with the def2-TZVPD basis set", "elements": ["C", "C", "C", "N", "C", "O", "N", "C", "H", "H", "H", "H", "H", "H", "H", "H", "H", "H", "H", "H", "O", "H", "H", "O", "H", "H", "O", "H", "H", "O", "H", "H", "O", "H", "H", "O", "H", "H", "O", "H", "H", "O", "H", "H"], "coordinates": [[1.5049, 2.1396, 1.2220], [0.8804, 0.9287, 0.5170], [-0.3735, 1.3137, -0.2233], [-0.1636, 2.0973, -1.4668], [-1.3666, 0.2024, -0.5077], [-0.9707, -0.9750, -0.3499], [-2.7134, 0.4081, -0.5571], [-3.2525, 1.5852, -1.2083], [0.8144, 2.6607, 1.8781], [1.8850, 2.8632, 0.4954], [2.3217, 1.6748, 1.7676], [1.6656, 0.4298, -0.0560], [0.6943, 0.2088, 1.3253], [-0.9655, 1.9171, 0.4803], [-0.1355, 3.0820, -1.2099], [0.7653, 1.9150, -1.8359], [-3.1599, -0.4859, -0.6956], [-3.1397, 1.6050, -2.3022], [-2.7868, 2.4851, -0.8100], [-4.3098, 1.7567, -1.0806], [3.4522, -1.5592, -2.2877], [2.5416, -1.3010, -2.5122], [3.4885, -2.4391, -2.7006], [-1.1159, 2.0553, 3.5190], [-0.5440, 1.2774, 3.7206], [-1.6372, 1.7262, 2.7875], [1.3504, -1.8965, 2.9397], [0.4755, -1.9917, 2.4986], [2.1032, -2.1447, 2.3948], [1.4246, 0.7314, 3.8316], [2.1036, 0.8648, 4.5087], [1.3930, -0.2014, 3.5228], [0.0250, -2.4467, -2.4674], [-0.3977, -3.3146, -2.5467], [-0.5763, -1.8157, -2.0133], [1.2600, -2.2648, -0.2021], [1.2426, -2.1870, -1.1632], [0.9536, -1.3517, -0.0167], [-1.0567, -2.5620, 1.5117], [-0.7976, -3.3011, 0.9911], [-1.2527, -1.8903, 0.8201], [-0.4867, -0.5643, -4.5354], [-1.0572, 0.0167, -4.0256], [-0.0859, -1.2522, -3.9576]], "mol_weight_g_mol": 260.284, "e_tot_ev": -27047.0679, "charge": 0, "lumo_energy_ev": -0.02, "homo_lumo_gap_ev": 10.35, "smiles": "CC[C@@H](N)C(=O)NC.O.O.O.O.O.O.O.O"}